1.
A molecular structure, C18H15BF4N3OPPd. Source: OMol25; level of theory: the ωB97M-V functional and the def2-TZVPD basis.

Positions of all 44 atoms, in Å:
Pd (0.45, 0.31, 0.15)
N (0.13, 1.72, 2.78)
P (-0.28, 0.15, 2.25)
C (0.60, -1.01, 3.31)
C (0.20, -1.20, 4.63)
C (0.91, -2.08, 5.44)
C (2.00, -2.77, 4.93)
C (2.39, -2.58, 3.61)
C (1.69, -1.70, 2.80)
C (-2.02, 0.00, 2.68)
C (-2.83, 1.14, 2.76)
C (-4.18, 1.01, 3.04)
C (-4.73, -0.25, 3.24)
C (-3.93, -1.38, 3.15)
C (-2.58, -1.26, 2.87)
C (0.48, 2.68, 1.86)
C (0.67, 4.01, 2.23)
C (0.98, 4.93, 1.26)
C (1.11, 4.52, -0.07)
C (0.92, 3.19, -0.36)
N (0.61, 2.28, 0.59)
H (0.01, 2.02, 3.73)
H (-0.67, -0.69, 5.03)
H (0.60, -2.23, 6.47)
H (2.54, -3.46, 5.56)
H (3.23, -3.14, 3.21)
H (1.98, -1.58, 1.77)
H (-2.40, 2.12, 2.60)
H (-4.80, 1.90, 3.10)
H (-5.79, -0.34, 3.45)
H (-4.37, -2.36, 3.28)
H (-1.97, -2.15, 2.77)
H (0.56, 4.30, 3.27)
H (1.13, 5.97, 1.52)
H (1.36, 5.21, -0.86)
H (1.02, 2.78, -1.36)
F (0.47, -1.73, -0.15)
B (-0.80, -2.55, -0.03)
F (-1.82, -1.61, -0.04)
F (-0.82, -3.41, -1.08)
F (-0.69, -3.17, 1.21)
O (1.33, -0.55, -3.76)
C (1.24, 0.00, -2.73)
N (1.16, 0.64, -1.71)

Results
E_tot ... -1828.28904 Ha
Kohn-Sham gap ... 8.244 eV
LUMO energy ... -0.700 eV


2.
A molecular structure, C52H95N3O20S10 at a distorted geometry. Source: OMol25; level of theory: the ωB97M-V functional and the def2-TZVPD basis.

Positions of all 180 atoms, in Å:
C (-4.33, 2.43, 3.68)
C (-3.40, 1.29, 3.23)
C (-2.43, 0.98, 4.35)
S (-3.43, 1.15, 5.89)
O (-2.68, 1.99, 6.79)
O (-3.81, -0.14, 6.43)
C (-4.80, 2.06, 5.07)
H (-5.17, 2.51, 2.99)
H (-3.88, 3.42, 3.57)
H (-2.93, 1.59, 2.29)
H (-3.94, 0.36, 3.06)
H (-1.64, 1.72, 4.45)
H (-1.99, -0.01, 4.43)
H (-5.25, 2.85, 5.68)
H (-5.62, 1.33, 5.04)
C (-0.16, -4.63, -2.07)
C (0.71, -5.52, -1.18)
C (-0.11, -6.00, 0.02)
S (-1.25, -4.64, 0.43)
O (-0.80, -3.88, 1.56)
O (-2.59, -5.20, 0.37)
C (-0.89, -3.69, -1.09)
H (-0.95, -5.20, -2.58)
H (0.33, -4.04, -2.85)
H (1.47, -4.84, -0.78)
H (1.23, -6.29, -1.74)
H (0.50, -6.28, 0.87)
H (-0.87, -6.73, -0.25)
H (-0.08, -3.05, -0.73)
H (-1.70, -3.08, -1.47)
C (5.06, 1.80, -1.49)
C (5.75, 2.99, -0.81)
C (4.96, 4.21, -1.20)
S (4.57, 3.99, -2.98)
O (5.66, 4.60, -3.71)
O (3.17, 4.30, -3.23)
C (4.83, 2.15, -2.98)
H (4.10, 1.58, -1.03)
H (5.64, 0.90, -1.33)
H (6.81, 3.14, -1.01)
H (5.77, 2.79, 0.25)
H (5.55, 5.12, -1.21)
H (4.07, 4.14, -0.60)
H (5.76, 2.09, -3.55)
H (4.07, 1.59, -3.50)
C (2.15, -4.88, 3.57)
C (1.75, -3.50, 3.04)
C (2.64, -2.40, 3.70)
S (3.70, -3.24, 4.96)
O (3.59, -2.47, 6.19)
O (4.99, -3.62, 4.44)
C (2.63, -4.70, 5.02)
H (2.99, -5.27, 2.99)
H (1.31, -5.58, 3.49)
H (0.70, -3.26, 3.20)
H (1.99, -3.39, 1.98)
H (1.98, -1.80, 4.32)
H (3.23, -1.75, 3.07)
H (1.75, -4.46, 5.62)
H (3.19, -5.49, 5.52)
C (-1.93, 2.64, -4.16)
C (-1.26, 3.85, -4.85)
C (0.25, 3.65, -4.74)
S (0.53, 1.75, -4.79)
O (1.18, 1.27, -3.59)
O (1.00, 1.36, -6.10)
C (-1.27, 1.40, -4.68)
H (-3.00, 2.61, -4.34)
H (-1.71, 2.61, -3.09)
H (-1.56, 4.70, -4.24)
H (-1.51, 3.88, -5.91)
H (0.61, 3.96, -3.75)
H (0.85, 4.10, -5.53)
H (-1.37, 0.51, -4.05)
H (-1.67, 1.05, -5.63)
C (1.79, 1.46, 6.84)
C (3.02, 2.38, 6.58)
C (3.09, 2.77, 5.10)
S (1.67, 2.05, 4.26)
O (2.00, 0.71, 3.84)
O (1.05, 3.08, 3.43)
C (0.72, 1.87, 5.83)
H (1.48, 1.58, 7.88)
H (2.03, 0.41, 6.71)
H (3.98, 1.91, 6.81)
H (2.99, 3.28, 7.19)
H (3.98, 2.59, 4.48)
H (2.91, 3.84, 5.00)
H (-0.01, 1.09, 5.68)
H (0.24, 2.82, 6.08)
C (0.17, -0.78, 1.57)
C (1.29, 0.11, 1.03)
C (1.14, 0.17, -0.48)
S (-0.65, 0.32, -0.71)
O (-1.12, -0.73, -1.62)
O (-0.99, 1.69, -0.92)
C (-1.11, -0.16, 1.03)
H (0.12, -0.91, 2.65)
H (0.30, -1.81, 1.22)
H (2.25, -0.33, 1.29)
H (1.28, 1.11, 1.46)
H (1.42, -0.78, -0.94)
H (1.63, 1.00, -0.98)
H (-2.07, -0.65, 0.90)
H (-1.10, 0.76, 1.63)
C (-1.40, 4.47, -1.09)
C (-1.32, 3.56, 0.15)
C (0.08, 3.68, 0.74)
S (1.17, 4.15, -0.64)
O (2.08, 3.07, -0.92)
O (1.53, 5.57, -0.60)
C (-0.17, 4.09, -1.91)
H (-1.30, 5.52, -0.83)
H (-2.35, 4.30, -1.59)
H (-1.52, 2.49, -0.08)
H (-1.99, 4.06, 0.85)
H (0.48, 2.74, 1.11)
H (0.25, 4.40, 1.53)
H (-0.10, 3.07, -2.26)
H (0.11, 4.78, -2.69)
C (3.53, -4.12, -5.70)
C (2.86, -2.78, -6.09)
C (3.53, -1.63, -5.34)
S (4.06, -2.39, -3.71)
O (3.17, -2.03, -2.63)
O (5.48, -2.25, -3.55)
C (3.64, -4.11, -4.17)
H (4.57, -4.13, -6.04)
H (3.05, -5.04, -6.03)
H (1.80, -2.75, -5.84)
H (3.04, -2.66, -7.16)
H (2.96, -0.73, -5.11)
H (4.45, -1.31, -5.84)
H (2.73, -4.34, -3.62)
H (4.41, -4.70, -3.66)
C (-5.90, -5.36, -1.33)
C (-6.62, -5.06, -0.04)
C (-5.77, -4.14, 0.83)
S (-5.14, -2.92, -0.44)
O (-3.79, -2.47, -0.18)
O (-6.16, -1.90, -0.57)
C (-5.24, -4.08, -1.91)
H (-6.56, -5.85, -2.05)
H (-5.09, -6.05, -1.11)
H (-6.90, -5.95, 0.52)
H (-7.61, -4.64, -0.25)
H (-4.97, -4.69, 1.31)
H (-6.32, -3.56, 1.58)
H (-4.24, -4.39, -2.23)
H (-5.64, -3.54, -2.76)
N (-5.61, 1.04, 0.25)
C (-6.09, 2.32, 0.25)
C (-5.22, 3.15, -0.43)
C (-4.12, 2.31, -0.74)
C (-4.37, 1.00, -0.39)
H (-6.14, 0.21, 0.47)
H (-7.11, 2.50, 0.54)
H (-5.28, 4.18, -0.72)
H (-3.29, 2.70, -1.30)
H (-3.83, 0.08, -0.50)
N (-3.42, -1.09, -3.23)
C (-3.24, -2.17, -4.07)
C (-4.32, -2.31, -4.91)
C (-5.26, -1.35, -4.48)
C (-4.71, -0.66, -3.42)
H (-2.76, -0.82, -2.52)
H (-2.30, -2.70, -4.02)
H (-4.44, -2.97, -5.75)
H (-6.21, -1.21, -4.98)
H (-5.00, 0.21, -2.85)
N (6.06, 4.35, 2.43)
C (4.86, 4.43, 1.77)
C (4.30, 3.18, 1.75)
C (5.22, 2.29, 2.36)
C (6.30, 3.06, 2.80)
H (6.61, 5.14, 2.70)
H (4.52, 5.40, 1.44)
H (3.31, 3.00, 1.38)
H (5.00, 1.25, 2.51)
H (7.17, 2.83, 3.40)

Results
E_tot ... -7689.06745 Ha
Kohn-Sham gap ... 8.352 eV
LUMO energy ... 0.123 eV


Q: What is the E_tot in the first record?
A: -1828.28904 Ha